# 1
Computed, not measured: a 2-piece molecular cluster, C4H5ClF2 overall at a distorted geometry, with ωB97M-V with the def2-TZVPD basis set.

```
12
Properties=species:S:1:pos:R:3
C 0.64296 -0.49711 1.94227
C 0.10966 0.17303 1.08604
C -1.52288 -0.38836 -0.85290
C -0.57829 0.64209 -0.11164
F 0.39150 0.91117 -1.00193
F -1.19353 1.82796 0.05972
Cl 3.40762 0.10233 0.10933
H 2.73106 0.33526 -0.93345
H 1.09656 -1.18682 2.66276
H -1.89202 0.06676 -1.76342
H -2.41990 -0.75218 -0.18009
H -0.77275 -1.23413 -1.01669
```

## Properties
Energy above the lowest of the compared OMol25 structures with the same formula, charge and spin (kJ/mol): 160.7
Structure (SMILES): C#CC(C)(F)F.Cl
Highest occupied orbital energy (eV): -10.7
Largest force on an atom (eV/Å): 2.99
LUMO level (eV): 0.87

natural (NBO) population analysis, charges in e, atoms 1 to 4: -0.16, -0.10, -0.65, 0.63

# 2
Computed, not measured: a 2-piece molecular cluster, C4H5ClFN2O2S overall at a distorted geometry, with ωB97M-V with the def2-TZVPD basis set.

```
16
Properties=species:S:1:pos:R:3
C -1.48677 1.02417 -1.65923
C -0.37090 1.74885 -1.24125
C -0.35031 -0.24586 -0.17020
C 1.53680 1.14316 0.32458
N 0.26057 0.93654 -0.32830
N -1.47177 -0.20422 -1.04057
O 0.07438 -1.19943 0.51547
O 0.83093 -4.39478 1.93024
F -0.87769 -3.19047 3.17471
S 0.51387 -3.09935 2.36265
Cl 0.07154 3.33783 -1.49218
H -2.05371 1.25382 -2.58119
H 2.27830 0.53682 -0.15156
H 1.76803 2.27947 0.09677
H 1.38991 0.93712 1.47594
H -2.11320 -0.86366 -1.21587
```

## Properties
Energy above the lowest of the compared OMol25 structures with the same formula, charge and spin (kJ/mol): 60.6
Highest occupied orbital energy (spin up / spin down) (eV): -13.7 / -11.3
Net charge: +1
Largest force on an atom (eV/Å): 5.85
LUMO level (spin up / spin down) (eV): -4.36 / -7.89

natural (NBO) population analysis, charges in e, atoms 1 to 4: 0.03, 0.12, 0.73, -0.43

# 3
Computed, not measured: a 2-piece molecular cluster, C4H5ClN2 overall at a distorted geometry, with ωB97M-V with the def2-TZVPD basis set.

```
12
Properties=species:S:1:pos:R:3
C 1.14711 0.46081 -0.28945
C 0.60576 -0.40598 -1.30994
C 0.24350 0.51912 0.71490
C -0.59657 -0.84108 -0.87653
N -0.84004 -0.27571 0.37147
N -1.90611 -0.50596 1.01604
Cl -0.88102 -2.07290 3.24621
H 2.09867 0.95114 -0.33672
H 1.08398 -0.64771 -2.23801
H 0.27027 1.03699 1.65358
H -1.32528 -1.49407 -1.31093
H -1.94231 -0.05485 1.92994
```

## Properties
Energy above the lowest of the compared OMol25 structures with the same formula, charge and spin (kJ/mol): 370.1
Highest occupied orbital energy (spin up / spin down) (eV): -9.8 / -8.5
Largest force on an atom (eV/Å): 1.37
LUMO level (spin up / spin down) (eV): -1.99 / -3.02

natural (NBO) population analysis, charges in e, atoms 1 to 4: -0.21, -0.23, -0.07, -0.05

# 4
Computed, not measured: the molecule C4H5ClN2 at a distorted geometry, with ωB97M-V with the def2-TZVPD basis set.

```
12
Properties=species:S:1:pos:R:3
C 0.67296 0.10680 0.40064
C 1.96060 -0.29326 0.22706
C 0.59928 -2.10254 -0.42694
C -0.06504 1.37852 0.55967
N 0.18396 -1.24756 0.67365
N 1.59421 -1.65746 0.49035
Cl 3.30631 0.66375 -0.13009
H 0.37828 -3.13040 -0.36292
H 0.64747 -1.70691 -1.50289
H -0.67776 1.69638 -0.26366
H -0.60031 1.34836 1.47712
H 0.56469 2.19013 0.49324
```

## Properties
Energy above the lowest of the compared OMol25 structures with the same formula, charge and spin (kJ/mol): 447.7
Structure (SMILES): Cc1c(Cl)n2n1C2
Highest occupied orbital energy (eV): -8.8
Largest force on an atom (eV/Å): 3.81
LUMO level (eV): 0.84

natural (NBO) population analysis, charges in e, atoms 1 to 4: 0.10, -0.01, -0.06, -0.67

# 5
Computed, not measured: the molecule C4H5ClN2O at a distorted geometry, with ωB97M-V with the def2-TZVPD basis set.

```
13
Properties=species:S:1:pos:R:3
C -1.48440 0.47802 -0.61140
C -0.79537 -0.65200 -0.88278
C -1.10795 1.47210 0.44800
C 1.37681 -0.40727 0.12407
N 0.01450 1.51470 1.01044
N 0.30628 -1.10462 -0.19182
O 1.98073 -0.77565 1.34641
Cl 2.26661 0.43166 -1.15082
H -2.28952 0.65121 -1.28360
H -1.10221 -1.38507 -1.58436
H -1.86842 2.03781 0.93665
H 0.41157 -2.19400 -0.05310
H 2.29138 -0.06690 1.89232
```

## Properties
Energy above the lowest of the compared OMol25 structures with the same formula, charge and spin (kJ/mol): 446.7
Highest occupied orbital energy (spin up / spin down) (eV): -8.9 / -7.1
Largest force on an atom (eV/Å): 4.49
LUMO level (spin up / spin down) (eV): 0.24 / 0.12

natural (NBO) population analysis, charges in e, atoms 1 to 4: -0.31, 0.04, -0.06, 0.49

# 6
Computed, not measured: the molecule C4H5ClN2O at a distorted geometry, with ωB97M-V with the def2-TZVPD basis set.

```
13
Properties=species:S:1:pos:R:3
C 0.79973 1.08122 -0.11315
C -0.35376 0.24483 -0.63788
C -1.50528 -1.29104 0.81122
C -0.29057 0.49331 0.79673
H 1.04799 2.22031 0.10548
H 0.12960 -0.70530 -0.79595
H -1.90902 -0.23726 -1.94759
H -1.72033 -2.32870 1.22772
H -1.03426 1.25264 0.82967
N -1.76470 0.26060 -0.92937
N -2.03190 -1.01391 -0.28188
O -0.43454 -0.70844 1.48071
Cl 2.44928 0.44524 -0.46635
```

## Properties
Energy above the lowest of the compared OMol25 structures with the same formula, charge and spin (kJ/mol): 563.6
Structure (SMILES): Cl[C@H]1[C@@H]2NN=CO[C@@H]12
Highest occupied orbital energy (eV): -9.9
Largest force on an atom (eV/Å): 5.75
LUMO level (eV): 0.85

natural (NBO) population analysis, charges in e, atoms 1 to 4: -0.21, -0.14, 0.34, 0.02

# 7
Computed, not measured: the molecule C4H5ClN2O at a distorted geometry, with ωB97M-V with the def2-TZVPD basis set.

```
13
Properties=species:S:1:pos:R:3
C -0.93470 -2.09598 -0.57468
C 0.19780 -1.65379 -1.05219
C 0.47625 -0.07999 0.64827
C 0.23698 1.34130 0.17229
N -1.33878 -1.55970 0.68557
N -0.63459 -0.67166 1.19480
O 1.62028 -0.35061 1.29337
Cl 1.01271 -1.88118 -2.44831
H -1.55545 -2.86051 -0.90170
H 0.15615 1.38651 -0.88862
H 1.03621 2.01101 0.48765
H -0.69422 1.69089 0.70227
H 1.44352 -1.17055 1.67907
```

## Properties
Energy above the lowest of the compared OMol25 structures with the same formula, charge and spin (kJ/mol): 313.4
Highest occupied orbital energy (spin up / spin down) (eV): -6.6 / -9.0
2S+1: 3
Largest force on an atom (eV/Å): 5.03
LUMO level (spin up / spin down) (eV): 0.55 / -2.05

natural (NBO) population analysis, charges in e, atoms 1 to 4: -0.21, -0.11, 0.55, -0.69

# 8
Computed, not measured: the molecule C4H5ClO at a distorted geometry, with ωB97M-V with the def2-TZVPD basis set.

```
11
Properties=species:S:1:pos:R:3
C -1.02067 0.33578 -0.08948
C -0.23547 1.42937 -0.03512
C 1.16835 -0.34456 0.03191
C -0.24662 -0.90252 -0.02216
H -0.37318 2.49183 -0.01589
H 1.83757 -0.64857 -0.79206
H 1.64632 -0.71366 0.93761
H -0.61249 -1.51492 0.81100
H -0.48586 -1.47535 -0.91041
O 1.07092 1.07356 0.05127
Cl -2.74888 0.26904 0.03333
```

## Properties
Energy above the lowest of the compared OMol25 structures with the same formula, charge and spin (kJ/mol): 39.7
Structure (SMILES): ClC1=COCC1
Highest occupied orbital energy (eV): -8.3
Largest force on an atom (eV/Å): 2.52
LUMO level (eV): 0.98

natural (NBO) population analysis, charges in e, atoms 1 to 4: -0.12, 0.12, -0.07, -0.48